# 1
{
  "formula": "C16H19ClN6O4ReS2",
  "method": "wB97M-V/def2-TZVPD",
  "de_lowest_ev": 0.000,
  "orbital_gap_ev": [5.141, 6.459],
  "spin_multiplicity": 4,
  "homo_ev": [-5.88, -7.84],
  "species": ["Re", "C", "C", "S", "C", "C", "S", "H", "H", "H", "H", "H", "H", "O", "C", "O", "C", "C", "C", "C", "C", "C", "C", "C", "C", "N", "H", "H", "H", "H", "H", "H", "N", "N", "C", "N", "N", "N", "O", "O", "H", "H", "H", "H", "H", "Cl", "C", "H", "H"],
  "coordinates": [[-0.067, 0.159, -0.073], [-1.736, -4.306, -0.754], [-1.536, -2.812, -0.793], [-0.319, -2.183, 0.280], [-2.205, -1.983, -1.597], [-3.263, -2.398, -2.581], [-1.878, -0.268, -1.555], [-1.177, -4.749, 0.068], [-1.394, -4.772, -1.679], [-2.790, -4.557, -0.620], [-3.693, -3.363, -2.312], [-2.849, -2.485, -3.589], [-4.066, -1.661, -2.620], [3.742, -0.394, 1.240], [2.751, -0.348, 0.559], [1.527, -0.365, 1.051], [2.841, -0.331, -0.952], [4.132, -0.281, -1.517], [4.247, -0.322, -2.866], [3.081, -0.468, -3.655], [3.152, -0.575, -5.062], [2.022, -0.761, -5.806], [0.774, -0.853, -5.159], [0.676, -0.742, -3.800], [1.826, -0.533, -3.011], [1.729, -0.419, -1.642], [4.973, -0.195, -0.846], [5.212, -0.260, -3.353], [4.125, -0.512, -5.534], [2.082, -0.844, -6.883], [-0.122, -1.016, -5.744], [-0.281, -0.814, -3.309], [-2.126, -0.148, 2.607], [-1.745, 0.998, 3.325], [-0.510, 1.541, 2.926], [0.096, 2.446, 3.758], [-0.209, 1.535, 1.621], [1.212, 2.214, -0.275], [0.006, 3.924, 0.933], [2.313, 2.473, -0.977], [-3.132, -0.225, 2.601], [-1.695, -0.999, 2.948], [-1.792, 0.894, 4.333], [-0.180, 2.456, 4.724], [0.298, 3.358, 3.365], [0.063, 2.579, 0.478], [-1.203, 2.083, -0.548], [-0.951, 2.351, -1.566], [-2.146, 1.995, -0.027]],
  "lowdin_charge": [1.194, -0.119, -0.744, 0.691, -0.740, -0.111, 0.661, 0.058, 0.086, 0.076, 0.070, 0.081, 0.067, 0.117, -0.552, -0.291, -0.200, 0.023, 0.020, -0.143, -0.031, -0.074, -0.065, -0.021, -0.173, 0.085, 0.126, 0.123, 0.114, 0.105, 0.106, 0.031, 0.003, -0.055, -0.445, 0.136, -0.283, -0.483, -0.289, -0.167, 0.084, 0.076, 0.122, 0.090, 0.087, 0.813, -0.370, 0.065, 0.046]
}

=====

# 2
{
  "formula": "C16H19F3O8",
  "method": "wB97M-V/def2-TZVPD",
  "orbital_gap_ev": 10.238,
  "homo_ev": -9.65,
  "smiles": "COCCCOC(=O)OOC(=O)c1ccccc1.CCOC(=O)C(F)(F)F",
  "species": ["C", "O", "C", "C", "C", "O", "C", "O", "O", "O", "C", "O", "C", "C", "C", "C", "C", "C", "H", "H", "H", "H", "H", "H", "H", "H", "H", "H", "H", "H", "H", "H", "C", "C", "O", "C", "O", "C", "F", "F", "F", "H", "H", "H", "H", "H"],
  "coordinates": [[2.004, 2.213, 1.079], [1.290, 0.993, 0.973], [0.058, 1.124, 0.285], [-0.530, -0.272, 0.122], [-1.513, -0.664, 1.205], [-0.807, -1.131, 2.367], [-0.486, -0.189, 3.248], [-1.048, 0.836, 3.465], [0.601, -0.543, 4.005], [1.519, -1.299, 3.214], [2.639, -0.548, 2.959], [2.821, 0.561, 3.343], [3.590, -1.371, 2.153], [3.374, -1.563, 0.790], [4.293, -2.306, 0.054], [5.407, -2.860, 0.678], [5.618, -2.662, 2.040], [4.710, -1.915, 2.783], [1.328, 3.043, 1.297], [2.539, 2.424, 0.146], [2.723, 2.101, 1.887], [-0.631, 1.760, 0.854], [0.216, 1.592, -0.691], [-1.059, -0.345, -0.832], [0.293, -0.987, 0.080], [-2.172, 0.163, 1.468], [-2.139, -1.490, 0.870], [2.514, -1.122, 0.302], [4.141, -2.465, -1.005], [6.116, -3.443, 0.103], [6.485, -3.082, 2.534], [4.858, -1.738, 3.840], [-6.272, 1.190, -3.402], [-5.211, 0.117, -3.502], [-3.915, 0.685, -3.801], [-3.260, 1.207, -2.780], [-3.603, 1.249, -1.635], [-1.892, 1.739, -3.258], [-2.000, 2.449, -4.380], [-1.068, 0.705, -3.489], [-1.349, 2.505, -2.317], [-6.301, 1.783, -4.316], [-7.248, 0.729, -3.255], [-6.078, 1.859, -2.565], [-5.411, -0.558, -4.330], [-5.141, -0.470, -2.587]],
  "lowdin_charge": [-0.078, -0.212, -0.209, -0.115, -0.136, 0.053, -0.559, 0.180, 0.109, 0.081, -0.421, 0.155, -0.126, -0.007, -0.068, -0.082, -0.073, -0.013, 0.096, 0.093, 0.073, 0.131, 0.110, 0.107, 0.117, 0.130, 0.130, 0.100, 0.104, 0.102, 0.104, 0.123, -0.058, -0.189, 0.036, -0.407, 0.165, -0.551, 0.176, 0.163, 0.168, 0.085, 0.084, 0.079, 0.126, 0.125]
}

=====

# 3
{
  "formula": "C16H19F6IN2PRu",
  "method": "wB97M-V/def2-TZVPD",
  "de_lowest_ev": 2.265,
  "orbital_gap_ev": [4.961, 5.444],
  "spin_multiplicity": 2,
  "total_charge": 2,
  "homo_ev": [-15.06, -15.80],
  "species": ["Ru", "C", "C", "C", "C", "C", "C", "C", "C", "C", "C", "N", "C", "C", "C", "C", "C", "N", "H", "H", "H", "H", "H", "H", "H", "H", "H", "H", "H", "H", "H", "H", "H", "H", "H", "I", "C", "H", "H", "F", "P", "F", "F", "F", "F", "F"],
  "coordinates": [[0.057, -0.214, 0.429], [4.591, 1.331, 3.072], [5.074, 1.703, 1.667], [4.094, 2.390, 0.757], [4.515, 3.544, 0.136], [3.650, 4.351, -0.606], [2.297, 4.023, -0.707], [1.808, 2.878, -0.127], [0.334, 2.650, -0.238], [-0.458, 3.588, 0.678], [2.719, 1.968, 0.525], [2.257, 0.734, 0.769], [3.047, -0.338, 0.905], [2.498, -1.587, 1.043], [3.116, -2.881, 1.020], [2.103, -3.795, 1.036], [0.881, -3.058, 1.061], [1.112, -1.753, 1.105], [5.355, 0.735, 3.569], [3.656, 0.772, 3.093], [4.453, 2.232, 3.669], [5.486, 0.825, 1.152], [5.929, 2.368, 1.782], [5.544, 3.856, 0.261], [4.017, 5.263, -1.058], [1.619, 4.661, -1.259], [0.104, 1.589, 0.043], [0.019, 2.766, -1.274], [-0.366, 3.299, 1.726], [-1.511, 3.603, 0.404], [-0.078, 4.605, 0.594], [4.124, -0.274, 0.806], [4.177, -3.079, 0.997], [2.182, -4.869, 0.992], [-0.116, -3.475, 1.054], [-2.593, 0.750, 1.235], [-1.546, -1.048, 1.475], [-1.428, -1.303, 2.522], [-1.981, -1.832, 0.858], [-1.007, -0.586, -1.490], [0.223, -0.744, -2.769], [0.134, -2.284, -2.455], [1.338, -0.703, -1.367], [-0.887, -0.726, -3.835], [0.305, 0.855, -2.645], [1.453, -0.849, -3.704]],
  "lowdin_charge": [1.295, -0.061, -0.194, -0.101, 0.012, 0.040, 0.008, -0.128, -0.216, -0.087, -0.118, 0.080, -0.042, -0.245, 0.064, 0.021, -0.037, -0.105, 0.092, 0.060, 0.093, 0.115, 0.123, 0.135, 0.137, 0.142, -0.027, 0.129, 0.083, 0.062, 0.095, 0.135, 0.141, 0.132, 0.136, 1.230, -0.660, 0.017, 0.016, -0.306, 0.255, -0.086, -0.253, -0.022, -0.126, -0.034]
}

=====

# 4
{
  "formula": "C16H19F6MoN5O7S4",
  "method": "wB97M-V/def2-TZVPD",
  "de_lowest_ev": 0.602,
  "orbital_gap_ev": [5.644, 5.768],
  "spin_multiplicity": 3,
  "total_charge": 2,
  "homo_ev": [-13.71, -13.70],
  "species": ["Mo", "N", "C", "C", "C", "C", "C", "C", "S", "O", "O", "N", "C", "N", "C", "C", "C", "N", "H", "H", "H", "H", "H", "H", "H", "H", "H", "F", "C", "F", "F", "S", "O", "O", "N", "S", "O", "O", "C", "F", "F", "F", "C", "C", "S", "O", "C", "C", "H", "H", "H", "H", "H", "H", "H", "H", "H", "H"],
  "coordinates": [[0.710, 0.230, -0.049], [-6.239, -3.075, -2.520], [-4.974, -2.718, -2.255], [-4.064, -2.470, -3.311], [-2.767, -2.129, -3.048], [-2.359, -2.007, -1.712], [-3.242, -2.222, -0.644], [-4.535, -2.575, -0.919], [-0.723, -1.697, -1.385], [0.209, -2.664, -1.851], [-0.543, -1.384, 0.106], [-0.167, -0.222, -1.912], [-0.945, 0.929, -1.811], [-2.075, 1.174, -2.421], [-2.580, 2.394, -2.224], [-1.969, 3.356, -1.418], [-0.827, 2.993, -0.748], [-0.321, 1.767, -0.946], [-6.554, -3.217, -3.464], [-6.881, -3.294, -1.779], [-4.400, -2.561, -4.335], [-2.070, -1.956, -3.858], [-2.907, -2.113, 0.378], [-5.231, -2.753, -0.109], [-3.514, 2.603, -2.732], [-2.392, 4.341, -1.299], [-0.317, 3.646, -0.052], [-0.868, -0.930, 4.611], [-0.707, -0.987, 3.320], [0.267, -1.826, 2.993], [-1.837, -1.367, 2.743], [-0.267, 0.714, 2.583], [1.123, 0.523, 2.015], [-1.128, 0.822, 1.398], [-0.435, 1.883, 3.551], [0.777, 2.049, 4.670], [1.501, 0.813, 4.746], [0.312, 2.726, 5.816], [1.927, 3.268, 3.796], [1.997, 4.386, 4.476], [1.508, 3.545, 2.548], [3.137, 2.719, 3.703], [4.839, 0.152, -1.982], [4.909, 1.243, -0.928], [3.747, 1.078, 0.441], [2.379, 1.050, -0.379], [3.920, -0.663, 0.973], [2.902, -1.602, 0.346], [5.464, 0.456, -2.821], [3.826, 0.022, -2.361], [5.226, -0.799, -1.620], [4.655, 2.226, -1.332], [5.889, 1.321, -0.451], [3.817, -0.632, 2.057], [4.938, -0.963, 0.725], [1.871, -1.286, 0.581], [2.972, -2.578, 0.826], [3.016, -1.739, -0.727]],
  "lowdin_charge": [1.791, 0.170, -0.275, 0.006, -0.043, -0.345, -0.037, 0.006, 0.730, -0.223, -0.458, -0.173, -0.464, 0.194, -0.023, 0.019, -0.034, -0.044, 0.124, 0.124, 0.128, 0.133, 0.112, 0.127, 0.137, 0.130, 0.143, 0.213, -0.663, 0.163, 0.165, 0.698, -0.469, -0.339, -0.254, 0.662, -0.275, -0.200, -0.654, 0.189, 0.106, 0.136, -0.098, -0.350, 1.148, -0.664, -0.307, -0.094, 0.102, 0.080, 0.085, 0.107, 0.116, 0.106, 0.112, 0.000, 0.129, 0.094]
}

=====

no.,energy (eV),maximum force (eV/Å)
1,-70338.4992,4.21
2,-41430.2259,0.43
3,-56141.0494,2.55
4,-100166.8285,2.70